[1]
Computed, not measured: a structure of composition C37H46MgN4O2P2 in a non-equilibrium geometry, with ωB97M-V/def2-TZVPD.

```
92
Properties=species:S:1:pos:R:3:forces:R:3:mulliken_charge:R:1
H -2.0041 4.4441 0.0903 0.0 -0.1 -0.2 0.516
H 2.4885 -3.0838 -2.3820 0.2 0.3 0.4 0.220
C 5.0020 0.4493 0.0988 -0.7 -0.1 -0.7 -0.905
C -1.7161 3.4549 -0.3011 0.1 0.0 0.2 -1.234
H -4.8896 0.4553 0.3443 0.3 -0.4 0.2 0.458
C -3.9536 -0.0882 0.5940 -0.4 0.2 -0.3 -1.549
H -0.8319 2.5760 -5.7075 0.1 0.0 -0.1 0.338
H -3.0592 -0.2665 4.8216 0.3 0.1 -0.1 0.370
H -1.8213 -1.9639 -2.1212 0.5 -0.1 -0.3 -0.007
C -1.7142 -4.3155 1.1598 -0.9 -0.1 0.1 -1.172
H -0.8894 -6.8004 0.7455 0.1 0.1 -0.2 0.264
H 6.0777 0.5295 0.1156 0.2 0.1 -0.1 0.399
H 0.1590 5.0730 1.6115 0.2 -0.6 0.0 0.477
C 0.7933 4.5496 -1.0466 0.1 0.0 0.4 -1.482
H -2.4813 0.8464 -6.2633 0.0 0.0 0.0 0.307
H 2.0983 2.1525 -4.5563 -0.4 0.3 0.3 0.376
H -2.5826 -4.9274 0.8118 0.4 0.4 0.1 0.415
H 0.4496 4.4134 -2.0707 0.1 0.1 0.0 0.270
H -4.0422 -1.1449 0.2933 0.0 0.4 0.1 0.352
H -0.2523 2.6024 6.2537 0.1 0.2 -0.1 0.378
N 2.2817 0.1994 0.0882 0.1 0.0 0.1 1.471
H 1.8909 4.4618 -1.0315 -0.3 0.0 -0.1 0.371
C 1.8302 -5.6084 -0.9192 0.3 0.1 0.1 -0.128
H -1.8582 3.4515 -1.3905 0.1 0.1 0.2 0.286
C 0.4239 1.5626 4.5148 -0.3 -0.9 -0.6 1.049
C 2.9066 0.2732 -1.0815 0.5 -0.2 0.5 -0.043
C -0.8352 1.6519 -5.1415 -0.1 -0.7 -0.2 -0.808
C 2.9366 0.1725 1.2470 -0.3 0.9 -0.9 0.154
H 2.6789 -5.9930 -1.5105 -0.2 0.1 0.3 0.262
C 2.1382 0.1930 2.5120 -1.8 -0.4 0.8 -0.486
H -1.9236 -1.2636 2.0812 0.3 -0.5 0.1 -0.219
P 0.0989 3.1762 0.0096 0.2 0.2 -0.3 1.473
H 1.5517 2.5094 -2.9286 0.0 0.2 0.0 0.032
C -1.7728 0.6529 -5.4636 -0.2 1.2 -0.3 -0.742
C 1.7760 2.2584 4.5697 -0.8 1.0 -0.1 -1.654
H -0.4511 -1.9599 2.7711 -0.4 0.2 -0.2 0.313
N 0.7623 0.3101 2.4012 2.4 -0.3 -1.1 0.193
H -4.3642 1.4649 -1.8036 0.1 -0.2 -0.1 0.484
C 1.6949 -4.2506 -0.7670 -1.5 -0.2 0.8 0.616
H 0.5248 5.5624 -0.6773 0.0 -0.5 -0.2 0.460
C 0.3843 3.9826 1.6448 -0.4 0.4 0.0 -1.365
H -1.6444 -4.5008 2.2400 -0.1 0.3 0.1 0.204
H 2.7499 -2.4361 -0.7146 0.1 0.0 -0.2 -0.360
C 0.1142 1.4505 -4.1563 -0.3 -0.7 0.7 1.217
C 4.2853 0.4334 -1.1105 0.4 -0.3 0.8 -0.713
C -1.7649 1.3026 5.5519 -0.8 -0.3 0.1 -0.900
H 0.9052 3.4845 -4.2962 0.0 -0.1 0.0 0.500
N 0.7477 0.1056 -2.1990 2.8 -0.1 0.9 0.608
H 4.7541 0.3015 2.2615 0.4 0.0 0.2 0.604
O 2.7834 0.0958 3.5622 0.1 -0.4 0.0 -0.749
C -0.1977 -6.0632 0.3148 0.3 0.2 0.1 -0.268
H -3.5747 0.0082 -2.4890 0.1 0.2 0.0 0.408
H -1.2740 -2.9241 -3.5362 0.2 0.7 0.3 0.429
H 2.2647 2.3112 3.5980 -0.1 0.0 0.2 0.113
H 2.4334 1.7365 5.2571 0.2 -0.1 -0.1 0.410
H -3.6748 2.7226 0.3054 0.6 -0.1 0.1 0.576
C 0.5081 -3.6538 -0.0181 0.2 -2.7 -0.3 -0.492
C -2.6090 2.3901 0.3519 -0.9 0.2 0.2 -1.137
H -2.3500 2.2949 1.4171 -0.1 -0.1 -0.1 0.099
H -0.2526 3.5187 2.4068 0.3 0.0 0.0 0.262
C -0.9688 -0.7494 -3.6825 0.2 0.5 -0.2 0.969
C -0.4635 -4.7260 0.4860 1.3 0.4 -1.1 0.537
C -1.1799 -0.1779 3.7435 0.3 -0.1 0.8 0.894
H -1.9268 -3.2543 0.9686 0.1 -0.2 0.1 -0.232
C 0.0418 0.5426 3.5628 -0.1 0.7 0.5 -0.511
H -2.5819 -1.2687 -4.9946 0.1 0.1 0.0 0.356
C 4.3116 0.3169 1.2865 -0.2 -0.2 0.1 -0.464
O 2.7977 0.0725 -3.4086 -0.9 0.0 0.8 -0.807
C -1.0354 -2.0315 -2.9117 -0.3 -0.3 0.5 -0.623
C -2.0984 0.2437 4.7034 0.5 0.5 0.1 -0.457
C -1.8474 -0.5042 -4.7420 0.3 -0.6 0.3 -0.414
H -2.5153 1.6379 6.2778 0.4 0.0 -0.1 0.324
C 0.9482 -6.5209 -0.3472 -0.3 -1.0 0.0 -0.812
H 4.7723 0.4477 -2.0580 0.2 0.1 -0.5 0.609
C 2.1187 0.1167 -2.3542 -1.3 0.4 -0.9 -0.461
C 1.2226 2.4911 -3.9678 -0.1 -1.1 -0.1 -1.671
H 3.6863 -3.8626 -1.3208 0.1 0.2 0.0 0.501
P -2.5754 0.6785 -0.3623 0.9 0.1 -0.1 1.704
Mg 0.3590 -0.3547 0.1195 -0.9 -2.2 -0.2 0.085
C -0.0111 0.2370 -3.3453 -0.1 1.0 -1.1 -0.567
C 2.7216 -3.3438 -1.3288 0.0 0.2 -0.4 -1.082
H -2.0045 -2.2125 3.5849 -0.1 0.3 0.1 0.496
H -3.7857 -0.0516 1.6811 0.1 0.1 -0.4 0.341
C -0.5063 1.8808 5.4872 -0.4 0.1 0.4 -0.656
C -1.4078 -1.4835 3.0302 0.3 0.4 -0.8 -1.104
H 1.4369 3.8215 1.9120 -0.3 0.1 0.0 0.288
H -0.0836 -2.1721 -2.3860 -0.3 -0.3 0.0 -0.538
H 1.1229 -7.5923 -0.4145 0.0 0.0 -0.1 0.278
H 1.6458 3.3068 4.9330 -0.1 -0.6 -0.1 0.462
C -3.3997 0.9720 -2.0045 -0.5 0.1 0.7 -1.592
N 0.3388 -2.4222 0.1677 -0.3 3.6 0.2 0.572
H -2.8421 1.6218 -2.6784 0.3 -0.2 0.1 0.255
```
Forces are in eV/Å.

Calculated values
Total charge   -2

---

[2]
Computed, not measured: the molecule C5H7N in a non-equilibrium geometry, with ωB97M-V/def2-TZVPD.

```
13
Properties=species:S:1:pos:R:3:forces:R:3:nbo_charge:R:1
H 0.0674 1.5254 -1.6406 -0.8 -0.6 -0.5 0.204
H -2.0691 1.1686 -0.3374 0.2 0.1 0.3 0.221
C 0.3938 -1.1384 0.0631 0.2 -0.1 0.1 -0.132
H -1.8681 -1.3253 0.1768 0.2 0.3 -0.8 0.218
C -0.1457 0.6843 -0.9670 -0.3 0.1 -0.3 0.006
H 0.5973 -2.1947 -0.1017 0.1 0.2 0.0 0.216
H -0.9690 1.3463 1.0720 0.2 0.0 0.2 0.162
N 1.0077 -0.1872 -0.8121 0.2 0.1 0.0 -0.404
H 1.1634 0.6370 1.1981 0.1 -0.1 0.0 0.199
H 2.5109 -0.5035 0.6736 -0.3 -0.2 0.2 0.213
C 1.4737 -0.1872 0.5631 0.0 0.0 0.5 -0.243
C -1.0269 -0.6456 -0.0146 0.0 0.0 -0.1 -0.159
C -1.1355 0.8204 0.1266 0.1 0.2 0.3 -0.500
```
Forces are in eV/Å.

Calculated values
SMILES   C1[C@H]2[C@@H]1N1C[C@@H]21
Total charge   0

---

Kohn-Sham gap for the records above, in order: 3.179; 8.435 eV
Energy relative to the best compared isomer or geometry (same formula, charge and spin) for the records above, in order: 0.0; 511.7 kJ/mol